# 1
Here is a single C5H6O2S molecule from the Open Molecules 2025 dataset. Energies are from ωB97M-V/def2-TZVPD.

The geometry in XYZ format:
```
14
C5H6O2S | the Open Molecules 2025 dataset | ωB97M-V/def2-TZVPD
C -1.0539 -0.8065 1.1357
C -0.7311 -0.6243 -0.4508
C -0.6911 0.8273 -0.7528
C 0.4651 1.5726 -0.4655
O 1.7125 1.0415 -0.0851
C 2.1023 -0.2982 -0.0907
O 3.2186 -0.4685 0.4496
S 0.9812 -1.4055 -0.9889
H -1.1009 -1.8357 1.2960
H -2.1374 -0.5548 1.0105
H -0.4945 -0.1484 1.8122
H -1.4430 -1.1565 -1.1343
H -1.5609 1.2969 -1.0914
H 0.7332 2.5600 -0.6446
```

As for the spin multiplicity: 1. The structure (SMILES) is C[C@H]1C=COC(=O)S1. The orbital gap is 9.85 eV. The energy relative to the best compared isomer or geometry (same formula, charge and spin) is 1.643 eV. For the LUMO energy, the calculation gives 0.410 eV. Its HOMO energy is -9.441 eV.



# 2
Here is 2 unconnected molecules or ions with the total composition C4H4N2O3 from the Open Molecules 2025 dataset. Energies are from ωB97M-V/def2-TZVPD.

The geometry in XYZ format:
```
13
C4H4N2O3 | the Open Molecules 2025 dataset | ωB97M-V/def2-TZVPD
C -1.8343 0.5209 -0.5287
C -1.0135 -0.5364 -0.6405
C -0.0535 1.7792 0.2782
C 0.8640 0.6196 0.0160
N -1.3344 1.6347 0.0765
N 0.3424 -0.4351 -0.4781
O 4.4556 0.3021 -0.2042
O 2.0513 0.8296 0.4583
O 3.4300 -0.3881 0.3001
H -2.9311 0.6629 -0.7361
H -1.4070 -1.3870 -1.2111
H 0.4820 2.6779 0.6778
H 5.0966 0.5404 0.5595
```

As for the spin multiplicity: 1. The orbital gap (alpha / beta) is 7.87 / 7.04 eV. The energy relative to the best compared isomer or geometry (same formula, charge and spin) is 7.747 eV. For the LUMO energy (alpha / beta), the calculation gives -1.208 / -1.998 eV. Its HOMO energy (alpha / beta) is -9.075 / -9.042 eV.



# 3
Here is 2 unconnected molecules or ions with the total composition C5H6O3 from the Open Molecules 2025 dataset. Energies are from ωB97M-V/def2-TZVPD.

The geometry in XYZ format:
```
14
C5H6O3 | the Open Molecules 2025 dataset | ωB97M-V/def2-TZVPD
C -0.7121 -0.0401 -0.3688
C -0.4488 0.8475 0.6962
C 0.2531 -0.5510 0.4799
C 1.6786 -0.6755 -0.0109
C 2.6817 -0.2576 -0.6776
H -1.8749 -1.1809 -1.4304
H -0.2137 0.6838 -1.2742
H -0.8412 0.4790 1.8778
H -0.6793 2.4534 -0.5403
H -1.1868 -1.7631 1.0816
H 3.7870 0.0239 -0.7458
O -2.1969 -0.5425 -0.8636
O -0.0331 2.1220 0.5698
O -0.2136 -1.5990 1.2063
```

As for the spin multiplicity: 1. The orbital gap is 8.97 eV. The energy relative to the best compared isomer or geometry (same formula, charge and spin) is 8.525 eV. For the LUMO energy, the calculation gives -0.137 eV. Its HOMO energy is -9.110 eV.



# 4
Here is 7 unconnected molecules or ions with the total composition C4H20NO6 from the Open Molecules 2025 dataset. Energies are from ωB97M-V/def2-TZVPD.

The geometry in XYZ format:
```
31
C4H20NO6 | the Open Molecules 2025 dataset | ωB97M-V/def2-TZVPD
C -0.5988 1.3167 3.0190
C -0.0729 1.8618 1.7042
C -0.5015 1.1058 0.6617
N -0.5729 1.5905 -0.6426
C 0.0287 2.5535 -1.2055
H 0.1253 0.6859 3.5577
H -0.5323 2.3022 3.5853
H -1.5905 0.8968 3.2161
H 0.5942 2.6870 1.7107
H -0.9852 0.1941 0.9713
H -1.3595 1.0498 -1.1237
H -0.2947 2.9434 -2.1885
H 0.9859 3.0535 -0.9160
H -0.4208 -2.1217 0.2057
H 0.3248 -3.2774 -0.4711
O 0.4361 -2.3520 -0.2254
H 1.7502 -1.9154 0.7096
H 2.6092 -2.8929 1.5210
O 2.6344 -2.0099 1.1411
H -2.2342 -2.7517 -0.8103
H -2.8748 -3.1746 0.5438
O -2.1147 -2.7415 0.1477
H 1.1612 1.1921 -3.2710
H 1.5702 0.0743 -2.0853
O 0.8956 0.6166 -2.5490
H -3.3802 0.6196 0.5164
H -3.9144 0.5951 -0.9073
O -3.1085 0.7768 -0.3930
H 3.0101 -1.4654 -1.3582
H 2.9442 -0.5672 -0.1653
O 2.9041 -0.5317 -1.1381
```

As for the spin multiplicity: 1. Its net charge is +1. The orbital gap is 8.82 eV. The energy relative to the best compared isomer or geometry (same formula, charge and spin) is 2.882 eV. For the LUMO energy, the calculation gives -4.146 eV. Its HOMO energy is -12.970 eV.



# 5
Here is 2 unconnected molecules or ions with the total composition C6H12O from the Open Molecules 2025 dataset. Energies are from ωB97M-V/def2-TZVPD.

The geometry in XYZ format:
```
19
C6H12O | the Open Molecules 2025 dataset | ωB97M-V/def2-TZVPD
C 3.0200 -1.5362 0.8013
C 1.6225 -1.1810 1.3207
C 0.8456 -0.2262 0.4780
C 1.0088 -0.1485 -0.9092
C -0.9897 1.4239 0.5043
C -0.0791 0.6206 1.1210
H 2.9318 -2.0694 -0.1398
H 3.5955 -0.6346 0.5873
H 3.5280 -2.2194 1.4866
H 0.9920 -2.0826 1.2666
H 1.5548 -0.8376 2.3543
H 0.4298 0.5817 -1.4515
H 1.6950 -0.7778 -1.4509
H -1.6618 2.0311 1.1066
H -1.1187 1.4540 -0.5696
H -0.0316 0.6121 2.1948
H -5.0447 1.4206 -2.7198
H -6.3822 1.7349 -3.4080
O -5.9160 1.8343 -2.5725
```

As for the spin multiplicity: 2. Its net charge is +1. The orbital gap (alpha / beta) is 8.02 / 5.67 eV. The energy relative to the best compared isomer or geometry (same formula, charge and spin) is 0.782 eV. For the LUMO energy (alpha / beta), the calculation gives -5.623 / -7.974 eV. Its HOMO energy (alpha / beta) is -13.644 / -13.644 eV.



# 6
Here is 2 unconnected molecules or ions with the total composition C10H8FN2O5S from the Open Molecules 2025 dataset. Energies are from ωB97M-V/def2-TZVPD.

The geometry in XYZ format:
```
27
C10H8FN2O5S | the Open Molecules 2025 dataset | ωB97M-V/def2-TZVPD
O 3.7094 -2.3522 1.8397
C 3.2732 -2.4712 0.7274
O 3.9891 -2.8734 -0.3546
C 1.8130 -2.0762 0.4734
C 1.2125 -1.1672 1.3082
C -0.0809 -0.7915 1.0839
N -0.7459 -1.2912 0.0570
N -2.1094 -0.8995 -0.1580
C -2.8236 -1.8768 0.1604
S -3.6331 -3.0704 0.6435
C -0.2221 -2.1824 -0.7887
C 1.0548 -2.5806 -0.5702
F 1.5438 -3.4810 -1.4049
H 3.6406 -3.7378 -0.6223
H 1.7597 -0.7559 2.1477
H -0.5928 -0.0868 1.7304
H -0.8380 -2.5651 -1.5915
C -1.4948 2.7603 -1.0759
C -0.7543 4.0765 -1.1230
O -0.8390 4.5287 0.2309
C -1.0254 3.4488 1.0214
O -0.9704 3.4540 2.2049
O -1.2841 2.3358 0.2757
H -1.1020 2.0285 -1.7790
H -2.5666 2.8757 -1.2462
H 0.2976 3.9573 -1.3900
H -1.2113 4.7937 -1.8000
```

As for the spin multiplicity: 1. Its net charge is +1. The orbital gap is 8.34 eV. The energy relative to the best compared isomer or geometry (same formula, charge and spin) is 0.000 eV. For the LUMO energy, the calculation gives -5.317 eV. Its HOMO energy is -13.656 eV.



# 7
Here is a molecular structure, C5H10O from the Open Molecules 2025 dataset. Energies are from ωB97M-V/def2-TZVPD.

The geometry in XYZ format:
```
16
C5H10O | the Open Molecules 2025 dataset | ωB97M-V/def2-TZVPD
C -1.6379 -1.3483 -0.1576
C -1.0361 0.0351 -0.2947
C 0.3194 0.2757 -0.0012
O -0.0165 1.0693 1.6496
C 1.6139 -0.4191 0.1213
C 1.5100 0.9240 -0.5917
H -2.7202 -1.2826 0.0022
H -1.2160 -1.8764 0.7051
H -1.4824 -1.9809 -1.0431
H -0.9743 0.7302 0.9969
H -1.4648 0.6785 -1.0639
H 0.0749 2.0309 1.5411
H 2.1085 -0.4288 1.0859
H 1.7489 -1.3165 -0.4778
H 1.9606 1.7833 -0.1050
H 1.5618 0.9447 -1.6777
```

As for the spin multiplicity: 1. The orbital gap is 8.95 eV. The energy relative to the best compared isomer or geometry (same formula, charge and spin) is 4.372 eV. For the LUMO energy, the calculation gives 0.990 eV. Its HOMO energy is -7.956 eV.